Here is a cluster of 2 separate species, C4H9NO3S in total at a distorted geometry from OMol25. Energies are from the ωB97M-V functional and the def2-TZVPD basis.

Largest force on an atom   6.7 eV/A
Total energy   -836.3816 hartree
HOMO   -7.47 eV
Orbital gap   0.2924 Eh

Structure (ORCA input):
```
! RIJCOSX wB97M-V def2-TZVPD def2/J DEFGRID3
* xyz 0 1
C 3.2601 -0.6032 0.4430
C -0.8420 0.1069 1.4540
C -0.6405 -0.1064 -0.0602
C 0.7658 0.3034 -0.3645
N 0.6699 -0.0855 -1.8719
O 3.2571 -0.8815 -0.6882
O 3.3065 -0.2247 1.5432
O -0.7453 -1.5011 -0.2886
S 0.7483 2.1018 -0.1632
H -0.8934 1.0903 1.8102
H -0.1195 -0.3044 2.0814
H -1.8248 -0.1970 1.8708
H -1.4866 0.5031 -0.4912
H 0.1687 -0.8890 -1.6958
H 0.2586 0.7407 -2.3616
H 1.6122 -0.1195 -2.2519
H -0.0756 -1.8669 0.3710
H 1.2567 2.1870 1.0744
*
```

natural (NBO) population analysis, charges in e, atoms 1 to 2: 1.07, -0.64

Here is a cluster of 2 separate species, C5H12N2O in total from OMol25. Energies are from the ωB97M-V functional and the def2-TZVPD basis.

Largest force on an atom   0.5 eV/A
Total energy   -382.3997 hartree
HOMO   -7.54 eV
Orbital gap   0.2955 Eh

Structure (ORCA input):
```
! RIJCOSX wB97M-V def2-TZVPD def2/J DEFGRID3
* xyz 0 1
C -1.2473 -1.4199 -0.0373
C 0.0822 1.9201 -1.4422
C 2.1118 1.3380 0.4676
C -1.8055 -1.3448 1.3304
N -0.0449 0.7480 -0.6010
C 0.8775 0.4544 0.2866
N -0.5597 -2.4570 -0.4677
O 0.7766 -0.5689 1.0270
H -1.6640 -0.7807 -0.7953
H 0.0260 -2.9436 0.1970
H -0.2098 -2.4369 -1.4137
H 0.9740 1.9081 -2.0880
H -0.7856 1.9773 -2.1046
H 0.1088 2.8637 -0.8764
H 1.8211 2.3518 0.7555
H 2.7534 0.9172 1.2381
H 2.6739 1.4197 -0.4666
H -2.8336 -1.7318 1.2988
H -1.2166 -1.9102 2.0483
H -1.8382 -0.3043 1.6434
*
```

natural (NBO) population analysis, charges in e, atoms 1 to 2: 0.38, -0.42

Here is a structure of composition C36H30F3IN2O3PdSSb from OMol25. Energies are from the ωB97M-V functional and the def2-TZVPD basis.

Largest force on an atom   0.8 eV/A
Total energy   -3088.7522 hartree
HOMO   -4.21 eV
Orbital gap   0.2325 Eh

Structure (ORCA input):
```
! RIJCOSX wB97M-V def2-TZVPD def2/J DEFGRID3
* xyz -1 1
Pd -0.4596 0.4510 1.1635
N 0.8965 -0.1750 3.9826
C -0.1474 -0.9323 4.4531
C -0.5335 -0.9084 5.7763
C -1.5308 -1.7686 6.2639
C -2.1564 -2.6688 5.4479
C -1.8154 -2.7058 4.0763
C -2.4319 -3.5833 3.1562
C -2.0789 -3.5464 1.8397
C -1.1204 -2.6029 1.4220
N -0.5284 -1.7702 2.2413
C -0.8329 -1.8251 3.5657
H 1.0106 0.7184 4.4335
H 0.9727 -0.1184 2.9724
H -0.0430 -0.2184 6.4524
H -1.7962 -1.7172 7.3130
H -2.9153 -3.3417 5.8279
H -3.1875 -4.2730 3.5155
H -2.5361 -4.2013 1.1098
H -0.8556 -2.5171 0.3742
C -3.2861 3.4893 1.9559
S -1.9083 2.3241 2.1039
C -0.6211 3.4507 1.5297
O -1.7182 2.1437 3.5702
H -3.0233 4.3926 2.5069
H -4.1563 3.0148 2.4047
H -3.4667 3.7025 0.9026
H -0.9349 3.9362 0.6042
H 0.2463 2.8258 1.3003
H -0.3846 4.1887 2.2981
I 8.6113 -0.8686 1.6599
C 6.6701 -0.2554 1.1311
C 6.2589 -0.3686 -0.1867
C 4.9755 0.0384 -0.5258
C 4.1188 0.5551 0.4373
C 4.5532 0.6567 1.7530
C 5.8314 0.2507 2.1113
C 2.7125 0.9958 0.0616
O 2.3823 0.8119 -1.1414
O 2.0034 1.4845 0.9634
H 6.9250 -0.7700 -0.9384
H 4.6169 -0.0425 -1.5436
H 3.8683 1.0537 2.4904
H 6.1634 0.3263 3.1377
F -1.4685 5.5524 -3.5954
C -1.1393 4.3147 -3.1430
C -1.9213 3.2414 -3.5123
C -1.5758 1.9785 -3.0416
C -0.4694 1.7919 -2.2146
C 0.2944 2.9055 -1.8677
C -0.0342 4.1748 -2.3298
Sb 0.0265 -0.1418 -1.3859
C 0.9849 -0.9448 -3.1237
C 1.2897 -2.3028 -3.1665
C 1.9095 -2.8703 -4.2736
C 2.2263 -2.0488 -5.3339
F 2.8334 -2.5911 -6.4202
C 1.9525 -0.6973 -5.3305
C 1.3277 -0.1514 -4.2153
C -1.9316 -0.9922 -1.9272
C -2.2506 -1.7389 -3.0586
C -3.5177 -2.2929 -3.2240
C -4.4601 -2.0835 -2.2396
F -5.6960 -2.6261 -2.3940
C -4.1914 -1.3508 -1.1008
C -2.9174 -0.8180 -0.9536
H -2.7795 3.3945 -4.1539
H -2.1903 1.1324 -3.3240
H 1.1548 2.7744 -1.2246
H 0.5542 5.0440 -2.0650
H 1.0444 -2.9382 -2.3214
H 2.1504 -3.9243 -4.3178
H 2.2278 -0.0914 -6.1839
H 1.1116 0.9100 -4.1964
H -1.5058 -1.8951 -3.8320
H -3.7759 -2.8774 -4.0981
H -4.9585 -1.2183 -0.3482
H -2.6529 -0.2507 -0.0568
*
```

natural (NBO) population analysis, charges in e, atoms 1 to 2: 0.00, -0.79

Here is a cluster of 3 separate species, CH8O2S2 in total at a distorted geometry from OMol25. Energies are from the ωB97M-V functional and the def2-TZVPD basis.

SMILES   CSS.O.O
Largest force on an atom   4.0 eV/A
Total energy   -989.7177 hartree
HOMO   -8.60 eV
Orbital gap   0.3397 Eh

Structure (ORCA input):
```
! RIJCOSX wB97M-V def2-TZVPD def2/J DEFGRID3
* xyz 0 1
C -0.9693 -1.0652 -1.2670
S -1.7464 -2.6321 -1.7038
S -1.0221 -3.6867 -0.1370
H 0.0431 -1.1814 -1.3437
H -1.3836 -0.8351 -0.2490
H -1.3402 -0.3588 -2.0259
H 0.3644 -3.5272 -0.2201
O 4.8134 4.9182 5.0939
H 4.3329 5.7012 5.3371
H 5.6379 5.2525 4.9198
O 0.3125 6.3192 -1.0948
H 0.2083 6.0123 -0.2107
H 1.2436 6.5290 -1.1446
*
```

natural (NBO) population analysis, charges in e, atoms 1 to 2: -0.73, 0.10